The following is a DFT calculation (the ωB97M-V functional and the def2-TZVPD basis) of a structure of composition C38H47BBrHfN10O2S at a distorted geometry.

CARTESIAN COORDINATES (ANGSTROEM)
1 Hf -0.15200 0.01640 -0.07650
2 C -3.46930 3.00930 -0.17020
3 C -2.35890 2.43860 -0.78220
4 N -1.95590 1.36160 -0.10220
5 N -2.78790 1.23060 0.95600
6 C -3.71000 2.20870 0.92650
7 B -2.71960 -0.01470 1.89210
8 N -1.37320 0.00660 2.68070
9 C -1.18190 -0.08340 4.00540
10 C 0.17640 -0.08900 4.25670
11 C 0.76730 -0.00150 3.00290
12 N -0.17640 0.05530 2.05760
13 N -2.72710 -1.24700 0.96360
14 C -3.62530 -2.23830 0.84690
15 C -3.35810 -2.94090 -0.31000
16 C -2.25530 -2.30470 -0.86530
17 N -1.86600 -1.29340 -0.08480
18 N -3.86920 0.02070 2.85850
19 C -4.11910 0.99710 3.77810
20 C -5.30620 0.70250 4.39740
21 C -5.73360 -0.49250 3.79620
22 N -4.86730 -0.87250 2.89070
23 H -4.02210 3.87120 -0.48020
24 H -1.84600 2.76730 -1.66840
25 H -4.48120 2.29040 1.66470
26 H -1.99930 -0.13610 4.69570
27 H 0.66080 -0.14880 5.20830
28 H 1.81340 0.03150 2.75250
29 H -4.40220 -2.36150 1.57690
30 H -3.89240 -3.78430 -0.69020
31 H -1.74010 -2.52430 -1.78320
32 H -3.44280 1.81590 3.92770
33 H -5.80620 1.25500 5.16320
34 H -6.61370 -1.07000 3.98940
35 C 1.68270 -0.30770 -5.72050
36 C 0.44110 0.51360 -5.38640
37 N 0.74280 1.56570 -4.43940
38 C 1.19450 2.83630 -4.98420
39 C 0.03520 3.81230 -5.15960
40 C 0.63670 1.40910 -3.13160
41 S 0.20870 -0.18430 -2.54540
42 N 0.89190 2.47550 -2.38830
43 C 0.87280 2.67900 -1.09420
44 O 0.56660 1.81290 -0.18500
45 C 1.23570 4.03030 -0.66200
46 C 1.50930 5.03970 -1.59060
47 C 1.85840 6.30170 -1.15450
48 C 1.93880 6.57280 0.20480
49 C 1.66690 5.57690 1.13320
50 C 1.31390 4.31290 0.70570
51 H 1.43330 -1.06330 -6.45840
52 H 2.05690 -0.80280 -4.82870
53 H 2.46800 0.32310 -6.12780
54 H -0.32820 -0.13570 -4.96220
55 H 0.04180 0.98180 -6.28710
56 H 1.66850 2.63640 -5.94530
57 H 1.93850 3.25390 -4.30380
58 H -0.72800 3.39930 -5.81490
59 H 0.40080 4.73530 -5.60040
60 H -0.41470 4.03830 -4.19620
61 H 1.43990 4.81710 -2.64240
62 H 2.07310 7.07970 -1.87040
63 H 2.21110 7.55980 0.54420
64 H 1.73550 5.78910 2.18900
65 H 1.10050 3.52580 1.41600
66 C 6.75590 -3.71590 -1.25650
67 C 6.00090 -4.21040 -0.00560
68 C 5.97450 -5.73700 -0.02240
69 C 6.77940 -3.73240 1.23640
70 C 4.62520 -3.60140 0.01990
71 C 4.48630 -2.20410 0.01780
72 C 3.23650 -1.65270 0.04170
73 Br 2.96910 0.24890 -0.03280
74 C 2.02390 -2.39380 0.06950
75 O 0.88720 -1.76170 0.07810
76 C 2.17510 -3.82440 0.08130
77 C 3.44820 -4.35640 0.04740
78 C 0.95440 -4.71980 0.06530
79 C 1.29570 -6.20410 0.21280
80 C 0.28660 -4.50960 -1.30330
81 C -0.00850 -4.34240 1.20000
82 H 7.76240 -4.12430 -1.23900
83 H 6.83200 -2.63320 -1.28350
84 H 6.25690 -4.05570 -2.16080
85 H 6.99060 -6.12030 -0.01990
86 H 5.48390 -6.11010 -0.91790
87 H 5.47230 -6.13240 0.85650
88 H 7.77830 -4.15830 1.20690
89 H 6.28310 -4.06290 2.14550
90 H 6.87280 -2.65080 1.26080
91 H 5.35090 -1.56400 -0.01690
92 H 3.54170 -5.42620 0.04260
93 H 1.87130 -6.56420 -0.63670
94 H 0.37350 -6.77860 0.25250
95 H 1.84750 -6.39660 1.13000
96 H 0.91370 -4.91910 -2.09160
97 H 0.14230 -3.44980 -1.49320
98 H -0.67220 -5.01780 -1.32700
99 H 0.46380 -4.51950 2.16290
100 H -0.90170 -4.95720 1.13750
101 H -0.30580 -3.29800 1.14250

Energy (hartree): -5219.1381
Highest occupied orbital energy (alpha / beta) (eV): -13.621 / -13.621
Energy above the lowest of the compared OMol25 structures with the same formula, charge and spin (kcal per mole): 22.2
Kohn-Sham gap (alpha / beta) (eV): 8.1 / 5.2
LUMO energy (alpha / beta) (eV): -5.5 / -8.4
Net charge: +2
Multiplicity: 2